*w*
A cluster of 2 separate species, C2H8NO2 in total. Source: the OMol25 dataset; level of theory: ωB97M-V/def2-TZVPD.

Positions of all 13 atoms, in Å:
C 0.819 -0.174 -1.101
N -0.107 0.379 -0.115
C -1.419 -0.440 -0.149
O -1.845 -0.742 -1.348
H 0.444 -0.096 -2.125
H 1.787 0.312 -1.029
H 0.913 -1.237 -0.908
H -0.391 1.301 -0.454
H -1.169 -1.300 0.532
H -2.118 0.201 0.437
H 0.635 0.733 1.371
H 1.430 0.122 2.595
O 1.021 0.942 2.294

Computed properties:
Frontier orbital gap in eV: 7.1
Net charge: -1
M in g/mol: 78.1

***

*x*
A cluster of 2 separate species, C2H8NO2 in total. Source: the OMol25 dataset; level of theory: ωB97M-V/def2-TZVPD.

Positions of all 13 atoms, in Å:
C 1.011 -0.378 1.491
N 0.522 -0.235 0.145
C 0.390 -0.715 -1.568
O 0.924 -1.808 -1.925
H 0.249 -0.852 2.133
H 1.864 -1.074 1.616
H 1.225 0.586 1.949
H 1.043 0.550 -0.190
H -0.712 -0.703 -1.751
H 0.859 0.224 -1.938
H -2.449 1.279 0.739
H -2.327 1.247 -0.693
O -2.599 1.880 -0.009

Computed properties:
Frontier orbital gap in eV: 6.9
Net charge: -1
M in g/mol: 78.1

***

*y*
A structure of composition C2H8NO2. Source: the OMol25 dataset; level of theory: ωB97M-V/def2-TZVPD.

Positions of all 13 atoms, in Å:
C 1.623 1.516 1.697
O 1.342 1.296 0.336
H 1.835 0.546 2.238
H 2.599 2.110 1.719
H 0.964 2.272 2.319
N -1.603 -1.033 -2.067
C -1.222 -1.406 -0.690
O -0.352 -0.463 -0.152
H -2.253 -0.165 -2.095
H -0.792 -0.805 -2.695
H -2.137 -1.620 -0.083
H -0.700 -2.496 -0.758
H 0.696 0.248 0.231

Computed properties:
Frontier orbital gap in eV: 8.2
Net charge: -1
M in g/mol: 78.1

***

Top of the stability list: *w*, leading by 0.0468 hartree.